Computed, not measured: a molecular structure, C62H56Cl5GeHfO3PSSb at a distorted geometry, with the ωB97M-V functional and the def2-TZVPD basis.

Last column: Löwdin charge in e.
Cartesian coordinates (Å):
Hf 0.427 0.169 1.217  1.535
Cl 3.587 -0.577 2.851  0.791
C 3.621 0.946 2.034  -0.663
C 2.501 1.239 1.253  -0.325
C 2.472 2.570 0.822  -0.678
Cl 0.964 3.075 0.140  0.759
C 3.493 3.493 1.029  -0.688
Cl 3.368 5.103 0.448  0.723
C 4.620 3.106 1.758  -0.701
Cl 5.886 4.218 2.054  0.719
C 4.674 1.819 2.291  -0.703
Cl 5.985 1.340 3.287  0.712
O -0.054 -0.358 3.350  -0.024
C -0.324 0.860 3.460  -0.598
O 0.225 1.678 2.656  -0.197
C -1.394 1.445 4.282  -0.133
C -1.528 1.341 5.659  0.002
C -2.497 2.096 6.300  -0.052
C -3.349 2.908 5.567  -0.043
C -3.268 2.942 4.185  -0.066
C -2.270 2.234 3.525  -0.287
P -2.114 2.263 1.679  1.118
C -3.925 2.117 1.352  -0.356
C -4.674 2.909 0.491  -0.093
C -5.993 2.586 0.221  -0.076
C -6.583 1.476 0.800  -0.074
C -5.855 0.697 1.684  -0.067
C -4.537 1.012 1.944  -0.113
C -1.751 4.030 1.380  -0.393
C -1.265 4.883 2.364  -0.079
C -0.840 6.157 2.026  -0.066
C -0.882 6.594 0.713  -0.072
C -1.371 5.750 -0.270  -0.078
C -1.788 4.474 0.058  -0.174
H -0.850 0.726 6.228  0.123
H -2.569 2.062 7.376  0.112
H -4.071 3.530 6.075  0.114
H -3.963 3.541 3.614  0.123
H -4.247 3.792 0.039  0.095
H -6.564 3.202 -0.456  0.108
H -7.608 1.224 0.578  0.106
H -6.305 -0.158 2.167  0.109
H -3.975 0.405 2.643  0.102
H -1.197 4.553 3.391  0.106
H -0.470 6.816 2.796  0.109
H -0.530 7.582 0.453  0.109
H -1.422 6.083 -1.295  0.110
H -2.122 3.810 -0.725  0.079
C -0.823 -3.644 -0.885  -0.191
Ge -1.613 -2.759 0.722  0.796
C -3.571 -3.160 0.675  -0.212
C -1.035 -3.592 2.429  -0.203
C -1.481 -0.771 0.674  -0.485
H -0.695 -4.707 -0.703  0.011
H 0.140 -3.229 -1.168  0.001
H -1.512 -3.543 -1.717  0.006
H -3.751 -4.220 0.533  0.013
H -4.074 -2.626 -0.125  0.011
H -4.031 -2.873 1.617  0.009
H -1.312 -4.642 2.414  0.026
H -1.574 -3.112 3.242  0.025
H 0.023 -3.507 2.633  -0.036
H -2.240 -0.455 1.405  -0.036
H -1.887 -0.504 -0.308  -0.046
C 3.682 -0.517 -1.342  -0.089
C 3.199 -0.924 -2.705  -0.305
C 4.048 -1.654 -3.530  -0.061
C 3.683 -1.995 -4.819  -0.067
C 2.476 -1.548 -5.328  -0.065
C 1.627 -0.813 -4.520  -0.130
C 1.955 -0.538 -3.199  -0.292
Sb 0.497 0.540 -1.996  1.559
C 0.503 2.115 -3.534  -0.278
C -0.481 2.102 -4.514  -0.134
C -0.530 3.075 -5.497  -0.071
C 0.414 4.085 -5.513  -0.070
C 1.426 4.073 -4.575  -0.042
C 1.495 3.088 -3.591  -0.302
C 2.673 3.105 -2.670  -0.080
C -1.277 -0.399 -2.853  -0.333
C -1.167 -1.612 -3.516  -0.155
C -2.242 -2.153 -4.204  -0.073
C -3.452 -1.481 -4.216  -0.063
C -3.584 -0.300 -3.509  -0.037
C -2.514 0.252 -2.815  -0.333
C -2.709 1.541 -2.076  -0.065
H 4.546 -1.102 -1.036  0.078
H 2.902 -0.630 -0.587  -0.011
H 4.000 0.526 -1.357  0.086
H 5.017 -1.948 -3.151  0.112
H 4.354 -2.579 -5.429  0.107
H 2.195 -1.768 -6.347  0.109
H 0.699 -0.431 -4.921  0.094
H -1.219 1.315 -4.530  0.088
H -1.308 3.040 -6.244  0.108
H 0.378 4.859 -6.264  0.108
H 2.194 4.833 -4.603  0.118
H 3.591 3.099 -3.255  0.100
H 2.675 2.232 -2.018  0.011
H 2.673 4.007 -2.060  0.046
H -0.220 -2.132 -3.517  0.089
H -2.126 -3.085 -4.736  0.110
H -4.288 -1.872 -4.776  0.108
H -4.529 0.226 -3.511  0.114
H -3.758 1.824 -2.071  0.084
H -2.140 2.336 -2.558  0.069
H -2.376 1.459 -1.037  0.031
O 1.384 -1.885 0.968  -0.658
S 2.720 -2.637 1.034  1.024
C 2.778 -3.487 2.634  -0.409
C 2.096 -3.001 3.737  -0.156
C 2.290 -3.590 4.976  -0.046
C 3.173 -4.648 5.109  -0.055
C 3.844 -5.139 4.001  -0.051
C 3.656 -4.553 2.762  -0.071
C 2.589 -4.136 0.016  -0.367
C 3.509 -4.239 -1.018  -0.072
C 3.585 -5.404 -1.763  -0.050
C 2.750 -6.466 -1.460  -0.049
C 1.838 -6.360 -0.421  -0.048
C 1.753 -5.196 0.322  -0.090
H 1.425 -2.161 3.634  0.065
H 1.776 -3.205 5.843  0.116
H 3.342 -5.091 6.077  0.111
H 4.532 -5.964 4.102  0.114
H 4.193 -4.916 1.899  0.118
H 4.169 -3.412 -1.227  0.089
H 4.309 -5.494 -2.559  0.114
H 2.816 -7.378 -2.030  0.113
H 1.210 -7.199 -0.169  0.116
H 1.053 -5.111 1.139  0.113

Computed properties:
E = -8027.4340 Ha
HOMO = -10.32 eV
HOMO-LUMO gap = 0.2904 Ha
Charge = +1



Computed, not measured: a molecular structure, C22H20AsF5N2OSSbSe4TcTe at a distorted geometry, with the ωB97M-V functional and the def2-TZVPD basis.

Last column: Löwdin charge in e.
Cartesian coordinates (Å):
Tc 0.211 -0.627 -0.027  0.827
S 2.014 -0.112 1.602  0.670
C 1.724 1.164 2.805  -0.608
C 2.889 1.542 3.471  -0.093
C 2.854 2.390 4.567  -0.015
C 1.646 2.890 5.024  -0.026
C 0.480 2.566 4.353  -0.083
C 0.511 1.709 3.253  -0.362
As -1.172 1.593 2.347  1.124
C -2.250 3.109 2.732  -0.388
C -3.131 3.088 3.811  -0.093
C -3.862 4.228 4.101  -0.041
C -3.706 5.368 3.323  -0.030
C -2.825 5.379 2.249  -0.037
C -2.086 4.247 1.947  -0.097
C -2.294 0.056 2.854  -0.228
C -2.092 -0.714 4.084  -0.370
C -3.000 -1.808 4.401  0.136
C -3.845 -2.283 3.432  0.023
C -3.972 -1.558 2.249  0.096
C -3.218 -0.389 1.964  -0.061
H 3.835 1.136 3.139  0.116
H 3.777 2.649 5.067  0.129
H 1.608 3.540 5.886  0.126
H -0.454 2.998 4.687  0.107
H -3.251 2.200 4.422  0.106
H -4.554 4.229 4.932  0.122
H -4.278 6.257 3.554  0.124
H -2.714 6.269 1.646  0.124
H -1.401 4.258 1.107  0.090
H -1.232 -1.418 3.822  0.113
H -2.921 -2.259 5.385  0.167
H -4.450 -3.161 3.609  0.143
H -4.681 -1.896 1.500  0.149
H -3.378 0.110 1.013  0.097
Se -4.537 0.897 -2.360  0.032
Sb -2.303 1.092 -2.900  -0.053
Se -0.991 1.512 0.018  0.324
Se -0.918 -1.002 -2.163  0.145
Se -0.989 2.609 -4.014  0.074
F 0.029 -3.862 3.096  -0.467
Te 0.864 -2.151 2.892  1.816
F 2.451 -3.058 3.124  -0.388
F 1.241 -2.672 0.925  -0.581
F 1.355 -1.408 4.616  -0.498
F -1.656 0.021 5.141  0.073
O -0.811 -1.418 0.966  -0.621
C 2.719 -2.811 -1.798  0.022
C 2.752 -1.330 -1.898  -0.362
N 1.980 -0.450 -1.270  -0.190
C 2.321 0.816 -1.737  -0.153
C 3.317 0.684 -2.641  -0.035
N 3.574 -0.663 -2.723  0.138
H 2.078 -3.131 -0.983  0.056
H 3.719 -3.202 -1.615  0.104
H 2.350 -3.239 -2.731  0.102
H 1.845 1.713 -1.382  0.087
H 3.854 1.412 -3.220  0.133
H 4.264 -1.097 -3.316  0.182

Computed properties:
E = -14362.6132 Ha
HOMO = -13.40 eV
HOMO-LUMO gap = 0.1670 Ha
Charge = +2



Computed, not measured: 2 unconnected molecules or ions with the total composition C4H12 at a distorted geometry, with the ωB97M-V functional and the def2-TZVPD basis.

Last column: Löwdin charge in e.
Cartesian coordinates (Å):
C 1.844 -0.447 2.180  -0.161
C 1.608 -0.392 0.672  -0.169
H 1.315 0.337 2.717  0.060
H 1.498 -1.400 2.580  0.062
H 2.867 -0.341 2.460  0.047
H 2.543 -0.473 0.121  0.058
H 1.137 0.512 0.294  0.050
H 1.010 -1.231 0.312  0.058
C -1.529 0.147 -2.110  -0.184
C -1.893 0.685 -0.739  -0.175
H -0.779 -0.644 -2.066  0.054
H -2.362 -0.353 -2.627  0.063
H -1.218 0.911 -2.825  0.061
H -1.273 1.534 -0.448  0.058
H -2.919 1.054 -0.774  0.061
H -1.798 -0.131 -0.031  0.058

Computed properties:
E = -159.5763 Ha
HOMO = -11.65 eV
SMILES = CC.CC
HOMO-LUMO gap = 0.4712 Ha



Computed, not measured: C4H5N3O in the gas phase at a distorted geometry, with the ωB97M-V functional and the def2-TZVPD basis.

Last column: Löwdin charge in e.
Cartesian coordinates (Å):
H 2.622 -1.658 0.003  0.048
N 2.722 -0.631 -0.005  0.114
C 1.557 -0.114 0.016  -0.443
C 0.253 -0.808 -0.066  0.023
C -0.912 -0.108 -0.031  -0.400
N -2.169 -0.629 -0.056  0.157
O -0.933 1.230 -0.011  0.061
C 0.298 1.848 -0.021  -0.162
N 1.436 1.314 -0.010  0.144
H 0.146 -1.870 -0.144  0.100
H -2.907 0.025 0.187  0.117
H -2.288 -1.560 0.236  0.091
H 0.175 2.961 -0.098  0.150

Computed properties:
E = -394.9096 Ha
HOMO = -8.49 eV
SMILES = [H]/N=c1\cc(N)ocn1
HOMO-LUMO gap = 0.3351 Ha



Computed, not measured: 2 unconnected molecules or ions with the total composition H4N2OS2 at a distorted geometry, with the ωB97M-V functional and the def2-TZVPD basis.

Last column: Löwdin charge in e.
Cartesian coordinates (Å):
N -1.698 0.325 1.307  -0.296
N 0.722 -0.032 -0.712  -0.502
O -1.787 -1.611 -0.150  -0.507
S -1.699 -0.171 -0.133  0.765
S 1.795 -0.814 0.411  0.661
H 0.811 -1.383 1.119  -0.165
H -1.677 1.326 1.404  -0.017
H 1.018 0.931 -0.843  0.030
H 0.746 -0.511 -1.608  0.031

Computed properties:
E = -983.4662 Ha
HOMO = -9.65 eV
HOMO-LUMO gap = 0.3624 Ha



Computed, not measured: 2 unconnected molecules or ions with the total composition C2HBrO3 at a distorted geometry, with the ωB97M-V functional and the def2-TZVPD basis.

Last column: Löwdin charge in e.
Cartesian coordinates (Å):
O 2.441 2.858 0.329  0.262
C 1.718 2.103 -0.104  -0.407
O 1.035 1.267 -0.469  0.155
O -0.147 0.293 1.647  0.034
C -0.622 0.142 0.583  -0.637
Br -2.275 1.153 -0.045  0.534
H -0.207 -0.348 -0.266  0.059

Computed properties:
E = -2876.5540 Ha
HOMO = -10.74 eV
SMILES = O=C=O.O=CBr
HOMO-LUMO gap = 0.4091 Ha